140
Properties=species:S:1:pos:R:3 method="wB97M-V/def2-TZVPD" lumo_ev=0.42 e_above_lowest_kcal_mol=13.7 e_homo_ev=-8.92 gap_ev=9.3
C -0.419 0.127 0.148
O 0.763 -0.331 0.261
N -0.713 1.224 -0.466
N -1.422 -0.634 0.737
H -0.066 1.662 -1.133
H -1.689 1.573 -0.539
H -2.311 -0.135 0.928
H -1.153 -1.227 1.494
C 1.451 3.659 -2.548
O 0.315 3.188 -2.369
N 2.274 3.407 -3.591
N 1.969 4.416 -1.562
H 3.224 3.784 -3.733
H 1.815 2.848 -4.295
H 1.553 4.223 -0.633
H 2.956 4.439 -1.617
C -2.292 0.415 -3.297
O -3.072 1.028 -2.572
N -2.519 -0.854 -3.806
N -1.045 0.926 -3.703
H -1.647 -1.272 -4.241
H -3.102 -1.473 -3.205
H -0.319 0.498 -4.174
H -0.795 1.889 -3.338
C 2.725 -1.777 3.660
O 2.371 -2.932 3.650
N 2.319 -0.656 2.907
N 3.693 -1.423 4.547
H 2.908 0.171 2.874
H 1.668 -0.819 2.159
H 3.722 -0.482 4.875
H 3.982 -2.058 5.292
C 2.905 0.022 -4.710
O 1.902 0.432 -4.022
N 4.064 0.710 -4.761
N 2.870 -1.139 -5.506
H 4.897 0.173 -4.983
H 4.238 1.253 -3.930
H 3.651 -1.731 -5.641
H 1.987 -1.563 -5.341
C -1.480 4.606 0.744
O -0.316 4.499 1.138
N -2.419 5.131 1.526
N -1.851 4.195 -0.493
H -2.374 5.098 2.517
H -3.359 4.940 1.169
H -2.820 4.180 -0.810
H -1.029 3.918 -1.009
C 0.141 -2.697 -3.491
O -0.116 -2.155 -4.613
N 0.791 -2.051 -2.515
N -0.234 -4.042 -3.330
H 0.680 -2.204 -1.518
H 1.141 -1.129 -2.758
H -1.134 -4.313 -3.591
H -0.035 -4.374 -2.391
C 4.568 1.733 -1.183
O 5.227 1.745 -2.245
N 5.282 1.664 -0.003
N 3.227 1.528 -1.180
H 6.117 2.281 -0.072
H 4.704 1.966 0.781
H 2.836 1.126 -2.097
H 2.745 1.324 -0.307
C 2.532 2.986 1.753
O 3.478 2.347 2.212
N 1.415 2.473 1.143
N 2.473 4.338 1.853
H 0.633 3.074 1.064
H 1.268 1.440 1.102
H 1.615 4.845 1.611
H 3.021 4.925 2.567
C 5.100 -3.394 -1.430
C 5.415 -2.688 -2.781
C 4.573 -3.421 -3.807
O 4.981 -3.294 -5.163
C 4.887 -4.459 -6.026
N 5.294 -1.232 -2.787
H 4.132 -3.181 -1.005
H 5.820 -3.021 -0.748
H 5.065 -4.502 -1.422
H 6.478 -2.840 -3.173
H 3.513 -3.128 -3.796
H 4.462 -4.473 -3.624
H 5.538 -5.242 -5.590
H 5.342 -4.273 -7.011
H 3.866 -4.813 -6.030
H 6.069 -0.767 -2.242
H 4.437 -0.815 -2.425
C -5.355 0.734 -0.637
C -4.591 1.953 -0.152
C -5.642 3.072 -0.186
O -5.023 4.347 0.153
C -5.429 5.467 -0.616
N -3.949 1.638 1.172
H -6.059 0.404 0.086
H -4.711 -0.056 -0.838
H -5.911 0.961 -1.545
H -3.804 2.162 -0.869
H -6.579 2.841 0.423
H -5.996 3.163 -1.154
H -5.475 5.300 -1.694
H -4.723 6.291 -0.478
H -6.407 5.746 -0.217
H -3.662 2.509 1.610
H -4.545 1.086 1.771
C -1.808 -5.391 1.894
C -0.719 -4.377 2.288
C 0.011 -3.863 1.004
O 0.803 -4.782 0.256
C 1.991 -5.280 0.859
N -1.249 -3.190 2.964
H -2.770 -4.852 1.537
H -2.153 -5.998 2.711
H -1.501 -6.100 1.170
H 0.017 -4.958 2.792
H 0.558 -2.976 1.333
H -0.829 -3.615 0.374
H 2.266 -4.686 1.695
H 2.872 -5.241 0.173
H 1.779 -6.364 1.104
H -1.897 -3.515 3.655
H -0.469 -2.781 3.452
C -5.457 -0.803 6.491
C -4.669 0.475 6.582
C -4.896 1.343 5.386
O -4.132 1.004 4.240
C -2.747 1.107 4.375
N -5.003 1.229 7.815
H -5.320 -1.482 5.632
H -6.521 -0.572 6.611
H -5.223 -1.387 7.344
H -3.600 0.154 6.640
H -4.782 2.387 5.696
H -5.893 1.334 5.086
H -2.398 2.014 4.897
H -2.234 1.153 3.393
H -2.406 0.312 4.983
H -4.439 2.032 7.823
H -4.682 0.634 8.587

***

19
Properties=species:S:1:pos:R:3 method="wB97M-V/def2-TZVPD" smiles=CCSSCC.O lumo_ev=0.69 e_above_lowest_kcal_mol=27.8 e_homo_ev=-8.48 gap_ev=9.2
C -0.613 2.555 -2.672
C -1.718 1.415 -2.474
S -2.300 1.092 -0.744
S -0.541 0.173 0.019
C -1.290 -1.450 0.351
C -0.802 -1.829 1.740
H 0.213 2.233 -3.330
H -0.075 2.751 -1.671
H -1.137 3.453 -2.895
H -1.321 0.546 -2.844
H -2.588 1.540 -3.152
H -2.351 -1.296 0.509
H -1.278 -2.241 -0.325
H -1.096 -2.888 1.795
H -1.437 -1.389 2.487
H 0.300 -1.704 1.963
H 6.142 -0.229 3.780
H 6.095 -1.694 4.039
O 5.799 -1.040 3.423

***

12
Properties=species:S:1:pos:R:3 method="wB97M-V/def2-TZVPD" lumo_ev=-1.10 e_above_lowest_kcal_mol=7.2 e_homo_ev=-8.29 gap_ev=7.2
O -0.990 0.583 1.965
C 0.265 0.954 2.227
C -1.017 -0.065 0.669
O 0.634 1.359 3.302
O 1.047 0.792 1.168
C 0.212 0.499 -0.019
H -1.956 0.189 0.164
H -0.980 -1.148 0.854
H -0.055 1.496 -0.415
O 1.109 -1.900 -3.714
H 0.349 -1.980 -4.289
Sr 1.383 -0.778 -1.913

***

78
Properties=species:S:1:pos:R:3 method="wB97M-V/def2-TZVPD" lumo_ev="3.93 / 3.93" e_above_lowest_kcal_mol=0.0 e_homo_ev="-2.47 / -2.47" total_charge=-2 multiplicity=5 gap_ev="6.4 / 6.4"
Pm -9.926 -17.600 14.284
C -10.030 -21.856 12.568
C -9.973 -20.341 12.387
O -9.700 -19.674 13.423
C -10.261 -19.845 11.134
C -10.546 -18.458 10.772
C -10.911 -18.153 9.348
N -10.671 -17.547 11.694
N -11.259 -16.315 11.260
C -11.170 -15.371 12.162
O -10.516 -15.422 13.275
C -11.924 -14.080 11.862
C -11.656 -12.932 12.553
C -12.495 -11.835 12.406
C -13.573 -11.920 11.563
C -13.801 -13.018 10.772
C -12.984 -14.164 10.954
H -10.555 -21.995 13.501
H -8.979 -22.204 12.620
H -10.570 -22.280 11.717
H -10.399 -20.587 10.346
H -10.539 -18.920 8.670
H -10.576 -17.163 9.000
H -11.992 -18.048 9.299
H -10.865 -12.961 13.335
H -12.314 -11.080 13.142
H -14.193 -10.999 11.396
H -14.685 -12.964 10.150
H -13.260 -15.126 10.572
O -11.003 -16.418 16.050
S -10.179 -15.319 16.616
O -11.029 -14.181 16.841
O -8.918 -15.090 15.926
C -9.707 -15.908 18.273
C -10.472 -15.382 19.329
C -10.211 -15.763 20.650
C -9.205 -16.708 20.815
C -8.327 -17.093 19.835
C -8.597 -16.724 18.523
S -7.485 -17.518 17.287
O -6.270 -16.705 17.060
O -7.135 -18.763 17.966
O -8.347 -17.765 16.162
H -11.287 -14.739 19.075
H -10.905 -15.530 21.447
H -9.161 -17.094 21.820
H -7.478 -17.704 20.059
O -7.902 -16.550 13.637
S -7.854 -15.124 13.072
C -6.171 -14.628 13.371
C -5.322 -14.269 12.327
C -4.048 -13.979 12.760
C -3.670 -14.035 14.107
C -4.552 -14.500 15.082
C -5.839 -14.782 14.719
C -7.950 -15.383 11.337
C -8.277 -14.316 10.580
C -8.267 -14.494 9.210
C -7.914 -15.693 8.621
C -7.621 -16.818 9.445
C -7.545 -16.662 10.819
H -5.636 -14.355 11.292
H -3.216 -13.850 12.082
H -2.615 -13.846 14.355
H -4.169 -14.646 16.069
H -6.511 -15.219 15.471
H -8.640 -13.389 11.010
H -8.506 -13.581 8.602
H -7.948 -15.801 7.502
H -7.450 -17.755 8.971
H -7.487 -17.473 11.486
N -12.601 -18.322 13.908
C -13.425 -18.086 13.142
C -14.491 -17.789 12.280
C -14.462 -18.014 10.844
N -14.545 -18.064 9.701
C -15.794 -17.534 12.784
N -16.850 -17.276 13.191

***

47
Properties=species:S:1:pos:R:3 method="wB97M-V/def2-TZVPD" lumo_ev=-5.06 e_above_lowest_kcal_mol=10.0 e_homo_ev=-13.99 total_charge=+2 gap_ev=8.9
Pt 0.928 -0.435 -0.388
C 3.450 0.739 -1.193
N 2.925 -0.543 -0.592
C 3.555 -1.116 0.656
C 2.462 -1.536 1.613
N 1.189 -1.593 1.237
C 0.471 -2.127 2.307
C -0.887 -2.390 2.474
C -1.277 -2.916 3.686
C -0.355 -3.175 4.715
C 0.989 -2.912 4.563
C 1.378 -2.384 3.338
N 2.628 -1.991 2.860
C 2.288 1.648 -1.537
N 1.029 1.218 -1.540
C 0.241 2.269 -2.008
C -1.135 2.393 -2.187
C -1.601 3.599 -2.663
C -0.736 4.667 -2.951
C 0.626 4.562 -2.767
C 1.091 3.342 -2.290
N 2.377 2.910 -1.972
H 3.916 0.472 -2.145
H 4.224 1.198 -0.581
H 3.141 -1.238 -1.301
H 4.309 -0.456 1.080
H 4.067 -2.035 0.358
H -1.600 -2.201 1.687
H -2.321 -3.140 3.853
H -0.711 -3.590 5.647
H 1.699 -3.108 5.354
H 3.500 -2.058 3.360
H -1.805 1.579 -1.964
H -2.663 3.733 -2.819
H -1.149 5.595 -3.323
H 1.293 5.385 -2.982
H 3.223 3.449 -2.069
N -5.641 -0.680 -0.522
C -4.356 -0.753 -0.849
N -4.013 -1.147 -2.082
N -3.475 -0.416 0.092
C -2.211 -0.388 -0.121
N -1.056 -0.391 -0.213
H -6.377 -0.951 -1.150
H -5.881 -0.372 0.406
H -4.703 -1.429 -2.757
H -3.046 -1.286 -2.320

***

49
Properties=species:S:1:pos:R:3 method="wB97M-V/def2-TZVPD" smiles="O=C(Nc1ccc(N2CCN(C(=O)c3ccccc3)CC2)c(Cl)c1)c1ccc(Br)o1" lumo_ev=0.35 e_homo_ev=-7.71 gap_ev=8.1
O -5.028 -2.636 0.498
C -5.383 -1.498 0.267
N -4.587 -0.487 -0.181
C -3.222 -0.513 -0.468
C -2.446 -1.661 -0.341
C -1.100 -1.624 -0.642
C -0.449 -0.445 -1.043
C -1.263 0.684 -1.190
C -2.614 0.656 -0.917
H -3.200 1.555 -1.042
H -0.831 1.614 -1.523
N 0.903 -0.438 -1.355
C 1.877 -0.874 -0.377
H 1.436 -1.596 0.306
C 2.409 0.323 0.430
N 2.962 1.309 -0.465
C 4.259 1.693 -0.530
O 4.655 2.508 -1.342
C 5.179 1.063 0.471
C 5.688 -0.212 0.253
C 6.590 -0.761 1.147
C 6.989 -0.041 2.261
C 6.491 1.233 2.476
C 5.593 1.788 1.582
H 5.208 2.785 1.739
H 6.807 1.798 3.341
H 7.692 -0.472 2.958
H 6.984 -1.751 0.972
H 5.383 -0.768 -0.622
C 2.010 1.783 -1.446
C 1.451 0.582 -2.222
H 0.695 0.900 -2.941
H 2.276 0.120 -2.777
H 2.534 2.468 -2.116
H 1.208 2.322 -0.930
H 3.167 -0.006 1.140
H 1.577 0.778 0.984
H 2.709 -1.351 -0.907
Cl -0.251 -3.135 -0.577
H -2.904 -2.586 -0.030
H -5.034 0.409 -0.328
C -6.784 -1.080 0.460
C -7.858 -1.816 0.890
C -8.969 -0.947 0.900
C -8.486 0.255 0.473
O -7.175 0.199 0.203
Br -9.332 1.896 0.219
H -9.978 -1.169 1.179
H -7.836 -2.851 1.162

***

13
Properties=species:S:1:pos:R:3 method="wB97M-V/def2-TZVPD" smiles=CNCC[O-] lumo_ev=4.64 e_above_lowest_kcal_mol=18.5 e_homo_ev=-2.34 total_charge=-1 gap_ev=7.0
C -0.304 1.561 0.879
N 0.579 1.055 -0.221
C -0.099 0.103 -1.078
C -0.395 -1.291 -0.335
O 0.445 -1.439 0.719
H 0.229 2.405 1.297
H -0.521 0.763 1.598
H -1.228 1.806 0.370
H 1.222 0.438 0.293
H 0.603 -0.342 -1.784
H -0.950 0.619 -1.548
H -0.261 -2.083 -1.112
H -1.457 -1.380 0.006

***

123
Properties=species:S:1:pos:R:3 method="wB97M-V/def2-TZVPD" lumo_ev="0.35 / -0.12" e_above_lowest_kcal_mol=0.0 e_homo_ev="-6.26 / -7.93" multiplicity=2 gap_ev="6.6 / 7.8"
Ca 0.072 0.058 -0.118
C 2.530 -1.424 -3.058
C 1.379 -2.107 -2.332
C 1.588 -3.616 -2.358
C 0.057 -1.736 -2.995
O 1.356 -1.604 -0.986
Ge 1.060 -2.683 0.600
O -0.766 -2.176 0.537
C -1.754 -3.204 0.737
C -1.474 -4.418 -0.150
C -1.750 -3.619 2.205
C -3.111 -2.637 0.350
O 1.398 -1.060 1.523
C 2.709 -0.801 2.071
C 3.748 -1.815 1.596
C 3.110 0.578 1.582
C 2.627 -0.824 3.590
H 2.548 -1.711 -4.112
H 2.428 -0.339 -3.005
H 3.484 -1.709 -2.609
H 1.682 -3.953 -3.393
H 2.501 -3.888 -1.826
H 0.753 -4.155 -1.906
H 0.005 -2.111 -4.020
H -0.791 -2.131 -2.434
H -0.050 -0.645 -3.047
H -0.532 -4.905 0.110
H -2.272 -5.154 -0.031
H -1.440 -4.120 -1.200
H -0.773 -4.015 2.494
H -1.973 -2.760 2.835
H -2.498 -4.394 2.392
H -3.135 -2.423 -0.717
H -3.898 -3.359 0.583
H -3.318 -1.713 0.887
H 3.791 -1.849 0.504
H 4.732 -1.515 1.961
H 3.543 -2.820 1.969
H 3.156 0.562 0.493
H 2.381 1.324 1.904
H 4.093 0.871 1.959
H 2.235 -1.781 3.942
H 3.619 -0.676 4.023
H 1.975 -0.030 3.951
C -0.689 -0.285 4.128
C -1.792 0.712 3.786
C -2.560 0.293 2.539
C -1.360 2.170 3.817
C -1.515 2.797 5.053
C -1.366 4.160 5.220
C -1.182 4.937 4.090
C -1.004 4.361 2.839
C -1.119 5.293 1.633
C -0.087 6.421 1.623
C -2.536 5.874 1.574
C -0.918 2.943 2.726
N -0.446 2.352 1.518
C 0.573 3.059 1.004
C 1.123 2.974 -0.285
N 0.852 2.048 -1.197
C 1.508 2.184 -2.459
C 2.910 2.261 -2.594
C 3.454 2.323 -3.876
C 2.664 2.312 -5.007
C 1.287 2.261 -4.867
C 0.697 2.204 -3.612
C -0.807 2.270 -3.468
C -1.578 1.681 -4.645
C -1.242 3.715 -3.206
C 3.889 2.276 -1.432
C 4.628 3.615 -1.357
C 4.885 1.118 -1.499
H -1.123 -1.246 4.409
H -0.088 0.066 4.969
H -0.030 -0.452 3.276
H -2.526 0.664 4.597
H -1.912 0.118 1.683
H -3.308 1.037 2.254
H -3.076 -0.647 2.739
H -1.790 2.180 5.902
H -1.477 4.614 6.196
H -1.213 6.017 4.173
H -0.980 4.716 0.720
H -0.212 7.078 2.487
H -0.201 7.034 0.727
H 0.934 6.039 1.646
H -2.738 6.521 2.430
H -3.287 5.080 1.586
H -2.669 6.467 0.666
H 1.037 3.825 1.623
H 1.823 3.770 -0.538
H 4.531 2.373 -3.984
H 3.114 2.354 -5.991
H 0.662 2.274 -5.750
H -1.059 1.697 -2.581
H -1.454 2.273 -5.555
H -2.645 1.674 -4.414
H -1.270 0.656 -4.860
H -0.977 4.357 -4.050
H -0.759 4.112 -2.312
H -2.325 3.770 -3.062
H 3.331 2.166 -0.509
H 5.258 3.766 -2.237
H 5.273 3.648 -0.476
H 3.933 4.455 -1.305
H 5.484 1.154 -2.411
H 4.375 0.154 -1.474
H 5.572 1.160 -0.650
C -5.303 -0.132 -4.493
C -4.760 -0.890 -3.286
C -3.967 -0.040 -2.345
N -2.815 -0.365 -1.888
N -2.286 0.547 -1.004
C -3.069 1.581 -0.827
N -2.744 2.635 -0.063
S -4.548 1.485 -1.723
H -5.868 -0.802 -5.140
H -4.494 0.304 -5.079
H -5.973 0.676 -4.193
H -4.096 -1.697 -3.597
H -5.582 -1.351 -2.731
H -1.922 2.543 0.542
H -3.423 3.348 0.131